Entry 1:
This record from OMol25 describes an isolated molecule of C14H15F4N3O. The level of theory is ωB97M-V/def2-TZVPD.

Geometry as ORCA input:
```
! RIJCOSX wB97M-V def2-TZVPD def2/J DEFGRID3
* xyz 0 1
H -3.56443 1.42366 -0.18190
H 4.92347 0.20918 1.04751
C 1.60280 0.82992 0.33705
H 2.62231 3.43997 0.87716
C 1.46718 -1.33944 0.62806
O 1.15112 -2.51089 0.65754
N 0.70914 -0.19871 0.58358
H 3.29619 -1.88310 -0.00622
C -1.28983 -1.18550 1.58666
C -2.70907 -1.21901 1.77063
H -0.64047 -1.84482 2.16618
C -2.90394 0.71098 0.31343
F -3.86726 -1.49527 3.81601
C -1.52661 0.70559 0.12953
H 3.54486 1.34446 -1.77216
F -2.45418 -3.03839 3.29296
H 4.50402 1.85866 0.45617
H 2.56636 3.05684 -0.86736
H 0.38701 4.21992 -1.07736
F -4.36272 -2.96647 2.20235
H 3.60777 1.16268 1.85099
C -3.51992 -0.26399 1.12135
C 2.98389 0.26572 0.01732
N 1.12746 2.05710 0.34247
C 4.06774 0.90641 0.90087
N 2.78794 -1.11837 0.44610
C 1.96144 3.22164 0.03445
H 0.44075 4.62484 0.67231
H 2.47101 -0.02670 -2.06645
C -0.68118 -0.19353 0.76263
H 1.64727 5.34310 -0.46205
H 4.18553 -0.28444 -1.73911
C 1.05706 4.43387 -0.21644
H -1.09004 1.42726 -0.55377
C 3.31788 0.33875 -1.49441
F -4.87815 -0.24201 1.23237
C -3.36289 -2.19036 2.77107
*
```

As for the highest occupied orbital energy: -8.861 eV. As for the molecular weight: 317.3 g mol⁻¹. The orbital gap comes out at 9.329 eV. The structure (SMILES) is CC/N=C1/N(c2ccc(F)c(C(F)(F)F)c2)C(=O)NC1(C)C.

Entry 2:
This record from OMol25 describes an isolated molecule of C5H14N2O. The level of theory is ωB97M-V/def2-TZVPD.

Geometry as ORCA input:
```
! RIJCOSX wB97M-V def2-TZVPD def2/J DEFGRID3
* xyz 0 1
H 0.82152 -0.69600 -2.22354
N -0.34082 1.84424 0.36863
C -2.21494 -0.88973 -0.66803
C 2.54342 0.48995 0.44365
H -0.12478 -1.34615 1.46124
O 1.38795 0.12412 -0.26697
C -0.33045 -0.27840 1.55772
H -2.64211 -1.27224 -1.60064
H 0.27334 2.22205 1.08175
H -1.11878 0.63729 -1.70846
H 0.34191 -1.93155 -1.27914
H 2.42024 0.34961 1.52423
H -1.34599 -0.15275 1.94887
H 2.82004 1.53014 0.23125
H 0.34630 0.11722 2.32074
N -0.00796 -1.19074 -1.88514
H 3.37441 -0.16086 0.14112
C -0.93339 -0.13251 -0.95506
H -2.03736 -1.76006 -0.02852
C -0.15182 0.43466 0.22133
H -0.11868 2.31532 -0.50316
H -2.96204 -0.25357 -0.18184
*
```

As for the highest occupied orbital energy: -8.792 eV. As for the molecular weight: 118.2 g mol⁻¹. The orbital gap comes out at 9.678 eV. The structure (SMILES) is CO[C@@](C)(N)[C@H](C)N.

Entry 3:
This record from OMol25 describes a cluster of 3 separate species, C15H34IN2O2 in total. The level of theory is ωB97M-V/def2-TZVPD.

Geometry as ORCA input:
```
! RIJCOSX wB97M-V def2-TZVPD def2/J DEFGRID3
* xyz -1 1
H 5.27799 -2.00358 -1.55347
H -5.45627 6.51069 2.11297
H 0.48009 -0.75425 -0.21583
H 3.00506 -2.82999 -2.19414
O -3.08624 6.34816 -1.20050
H -1.59676 0.95979 2.56572
C 3.79507 -5.39223 0.90010
H -4.20823 7.45795 1.36594
C 3.62258 -3.40457 -1.49884
H 2.08343 -3.27578 -0.01157
C -4.46105 6.45183 1.67148
H -1.94223 -1.03996 -0.75030
H 3.29151 -2.02353 0.11225
C 5.08828 -3.06079 -1.74938
H 4.93103 -3.57718 1.05401
N -3.56596 5.96793 2.70240
O -2.48739 4.57118 0.03658
H 0.76973 -0.10236 -3.19883
H 5.75538 -3.65007 -1.11776
H -4.25421 3.77489 1.23651
H -1.07911 1.76231 -1.61417
H 3.45725 -3.57145 1.98970
C -1.15804 1.43406 0.49829
H -0.07854 1.29338 0.62226
H -2.60373 6.17640 2.49817
H 5.35723 -3.26218 -2.78755
C 0.13252 -0.81559 -1.25112
H -1.66363 -0.48689 -2.38388
H 1.89802 -5.64400 1.92239
H 1.10094 1.03042 -1.88202
C -1.32340 -0.36465 -1.34977
H -2.98111 0.79313 1.48246
N -5.08757 4.24426 0.88632
H -5.37359 6.01024 -0.17916
H -1.70436 -0.43332 1.49300
C -1.58246 1.08223 -0.92299
C 2.36949 -5.93103 0.98047
C -1.90306 0.63915 1.56793
I -5.84996 3.17911 -0.68164
H 0.18813 -1.87357 -1.53036
H 2.36757 -7.02087 0.92346
H 3.44748 -4.45839 -1.73403
C 3.15937 -3.09317 -0.07755
H -2.65013 1.28797 -1.02930
C 3.87788 -3.87206 1.02504
H 2.09593 -0.40989 -2.07323
C 1.07585 -0.02526 -2.15323
C -3.27369 5.47277 -0.32276
H 4.38383 -5.83740 1.70708
H 1.75085 -5.55893 0.16287
H -1.34995 2.49917 0.65144
C -4.60409 5.55653 0.43119
H 4.25943 -5.72209 -0.03348
H -3.69714 4.99146 2.89684
*
```

As for the highest occupied orbital energy: -4.430 eV. As for the molecular weight: 401.4 g mol⁻¹. The orbital gap comes out at 6.801 eV.

Entry 4:
This record from OMol25 describes a cluster of 2 separate species, C14H20ClNO4 in total. The level of theory is ωB97M-V/def2-TZVPD.

Geometry as ORCA input:
```
! RIJCOSX wB97M-V def2-TZVPD def2/J DEFGRID3
* xyz 0 1
H -2.78795 0.44067 5.26744
H 3.27998 1.43843 1.97841
H -0.22133 -0.72976 -6.63710
C 0.20747 -1.52821 -4.72152
H -0.79003 -5.03724 -6.22796
O 0.60896 -2.67381 -2.70866
C -0.50413 -4.10622 -5.75558
C 2.00330 0.12068 0.10906
H 2.31908 1.14085 -0.11607
H -2.08875 2.49004 1.55395
C -2.30904 1.36033 4.91820
C 0.26162 -2.74173 -3.86996
C -0.55734 -2.89341 -6.61288
C -0.17190 -1.59928 -5.99436
H -0.09879 -0.47884 0.09359
H -0.07938 -4.90340 -3.83765
H 0.90917 -0.27255 1.93167
H -0.36405 2.91556 4.03796
C -1.64426 3.12085 2.32810
H -1.84547 0.47722 2.97296
H 2.76307 -0.55042 -0.30424
H 0.48694 -0.59603 -4.24522
Cl 0.04212 1.20172 -1.53277
C 1.94313 -0.10310 1.63781
H -2.41448 3.60556 2.92828
H -0.54339 0.41314 4.18086
H 0.79950 -1.01316 -1.32551
C 1.64242 1.96257 2.93463
H -3.09682 2.05385 4.61845
O 1.97507 2.78155 3.75759
H -1.06511 3.89678 1.81913
O 0.41516 1.92138 2.37074
H -1.75070 1.76804 5.76394
O -0.90388 -2.95931 -7.77109
N 2.50691 0.97998 2.44483
C 0.68315 -0.19785 -0.61349
C -0.12576 -4.03527 -4.48263
C -0.69953 2.30017 3.19892
H 2.49451 -1.01309 1.89381
C -1.34663 1.03850 3.76968
*
```

As for the highest occupied orbital energy: -9.779 eV. As for the molecular weight: 301.8 g mol⁻¹. The orbital gap comes out at 8.097 eV. The structure (SMILES) is CC[C@H](C)OC(=O)NCCCCl.O=C1C=CC(=O)C=C1.

Entry 5:
This record from OMol25 describes a structure of composition C25H26FN2O2RuS2. The level of theory is ωB97M-V/def2-TZVPD.

Geometry as ORCA input:
```
! RIJCOSX wB97M-V def2-TZVPD def2/J DEFGRID3
* xyz 2 2
H -2.35497 0.74073 5.64691
H 0.94439 -1.95074 -1.98201
H -9.50011 -0.68457 1.43984
H -4.54124 -3.77086 1.33382
C -0.27377 -3.09977 6.93055
H 0.40870 -3.90999 6.70629
H -1.94098 1.34757 -3.75621
C -7.46031 -0.30060 0.89578
C 1.97385 -0.15229 -1.32047
C -0.52573 -2.12370 5.97880
H -2.24336 2.01112 -2.14897
H -3.24365 -3.12596 3.83733
H -9.07227 -3.02113 2.10272
C 0.72081 1.93289 -1.66766
H 2.85408 -0.70325 -1.01753
C -2.00480 -1.01138 7.51396
F 0.19806 -2.31648 0.35560
H 2.77753 1.76609 -0.89126
C -3.73482 -1.08111 4.27986
C -5.93473 -2.13887 1.18161
H -2.67451 -0.18929 7.74948
H 0.97520 2.84381 -2.21680
C -2.67283 -1.25735 1.76971
H -4.11430 -2.58713 0.09592
C -1.74598 -1.98813 8.46965
H -4.94482 -2.69409 3.57464
C -4.54059 -2.70950 1.08578
O -0.24832 1.44858 0.40942
C -1.48148 1.89411 -2.93157
C -1.39166 -1.07508 6.27094
H -0.68629 -3.79072 8.92022
C -6.17984 -0.82363 0.80303
N -3.63729 -2.04983 2.07012
C 0.85086 -0.88234 -1.85231
H -7.65251 0.72041 0.59108
H -1.20198 2.89629 -3.25404
H -1.04196 -0.81423 -2.85149
O 0.08393 2.47344 -0.50141
H -4.44581 -0.31129 3.97378
C -0.26152 -0.22752 -2.38147
C -8.50024 -1.09206 1.36834
S -0.21544 -0.29720 2.56681
H -6.79144 -3.95765 1.94005
H -0.77441 0.49463 4.90846
C -1.67598 -0.00954 5.24079
H -0.03139 -2.17359 5.01126
C -8.26057 -2.40155 1.74353
N -2.35826 -0.59797 4.05658
C 1.94332 1.18897 -1.27271
C -0.88597 -3.03031 8.17652
C -3.91993 -2.34092 3.49573
C -1.81663 -0.71864 2.88705
C -0.33454 1.15407 -2.36899
H -3.85977 -1.27436 5.34300
C -6.97494 -2.92574 1.65492
H -2.21488 -1.92801 9.44346
Ru -0.04387 -0.43604 0.20889
H -5.37169 -0.20488 0.41962
S -2.37229 -0.70278 0.17427
*
```

As for the highest occupied orbital energy (spin up / spin down): -14.144 / -14.142 eV. As for the molecular weight: 570.7 g mol⁻¹. The expectation value of S² is 0.803. The orbital gap (spin up / spin down) comes out at 5.528 / 5.568 eV.

Entry 6:
This record from OMol25 describes a cluster of 2 separate species, C10H12BCl3NO3 in total. The level of theory is ωB97M-V/def2-TZVPD.

Geometry as ORCA input:
```
! RIJCOSX wB97M-V def2-TZVPD def2/J DEFGRID3
* xyz -1 1
H -2.27904 -2.77258 -1.91877
H -0.12031 -0.32597 -2.89446
H 0.98320 -5.60225 -2.41666
O 2.37154 1.26681 -0.26892
N 1.75606 0.84913 -1.28021
H -1.19858 -4.69949 -3.18178
Cl -0.49881 -0.39284 3.88643
H 1.95995 -4.80560 -0.26428
C -0.67664 -2.62671 -0.48933
H 0.54537 2.97553 -0.41205
O -0.83459 -1.11053 1.28800
Cl -3.05590 -1.64020 2.73032
O 2.30712 0.15360 -2.17608
C -0.13940 2.12456 -0.55199
C -1.20554 -1.42683 0.10581
B -1.61016 -0.51832 2.41409
H -0.35834 1.69865 0.44029
H 0.91313 -2.91109 0.96828
C -0.73719 -4.27791 -2.28738
H -1.08650 2.48344 -0.97562
H -1.06490 1.19435 -2.90602
C 1.04711 -4.34802 -0.65474
C 0.47005 -3.29001 0.04300
C 0.42689 1.11872 -1.43916
C 0.48958 -4.80632 -1.85825
C -0.06692 0.76160 -2.76750
C -1.32881 -3.21451 -1.60869
H -1.94146 -0.80385 -0.43391
H 0.59327 1.14782 -3.55907
Cl -2.10618 1.23533 1.95911
*
```

As for the highest occupied orbital energy: -3.305 eV. As for the molecular weight: 311.4 g mol⁻¹. The orbital gap comes out at 4.232 eV.